Entry 1:
8
Properties=species:S:1:pos:R:3:forces:R:3:mulliken_charge:R:1 method="wB97M-V/def2-TZVPD" gap_ev=9.7 e_homo_ev=-10.4 energy_ev=-8269.76185 lumo_ev=-0.689 max_force_ha_per_bohr=0.0097 charge=0
O -1.7989 1.0385 0.5886 0.14 -0.43 -0.22 -0.472
O 2.1105 -0.2337 -0.5297 -0.18 0.11 0.04 -0.331
C 0.6924 -1.3978 -0.4888 -0.22 0.21 0.08 -0.349
C -1.4320 0.0058 0.0738 -0.11 0.23 0.12 -0.118
C -0.0248 -0.2490 -0.2569 0.10 -0.15 -0.04 0.401
C 1.1912 0.4239 0.0336 0.26 0.03 0.06 0.200
H 1.4008 1.2167 0.7634 -0.04 -0.10 -0.09 0.359
H -2.1392 -0.8045 -0.1840 0.06 0.10 0.04 0.311

Entry 2:
88
Properties=species:S:1:pos:R:3:forces:R:3:mulliken_charge:R:1 method="wB97M-V/def2-TZVPD" gap_ev=5.3 e_homo_ev=-1.3 energy_ev=-68724.88126 lumo_ev=3.920 max_force_ha_per_bohr=0.0110 charge=-2
Na 0.1611 0.6989 -1.0549 -0.18 -0.04 0.16 0.880
O -3.5247 2.6658 -2.6290 0.02 -0.06 -0.04 -0.868
O -1.8062 -1.4962 0.7559 0.03 0.05 0.22 0.091
O -0.8681 -3.5245 -1.5597 -0.11 -0.12 -0.05 -0.778
O 2.1938 1.3029 -1.3802 0.56 0.06 -0.02 -0.723
O -1.3850 1.5109 1.0774 0.02 -0.06 -0.05 0.531
N -1.6866 1.2037 -2.4617 -0.29 -0.07 -0.07 0.014
N 1.2994 1.4081 1.2390 0.05 -0.03 0.21 1.610
N -0.4796 -1.2962 -2.2188 -0.34 -0.26 0.01 -0.360
N 1.4531 -1.4960 -0.1190 0.05 -0.02 -0.02 0.900
N -0.2912 3.2455 -1.2848 -0.01 -0.19 -0.01 -0.047
N 2.4931 1.6895 1.5388 -0.07 0.11 -0.09 -1.040
C -3.2421 -3.3043 0.3633 0.05 0.02 0.03 0.737
C -4.9338 -5.0187 0.3829 0.04 0.00 0.02 -0.700
C 1.0763 0.8234 3.6393 -0.01 -0.03 -0.01 -0.588
C -1.5904 3.4008 -1.5195 -0.01 -0.03 -0.04 0.824
C -2.2971 4.4996 -1.0283 0.00 0.01 -0.01 -0.476
C -1.9691 -2.6889 0.8724 0.00 0.00 -0.37 0.298
C -5.1197 -3.1526 -1.1281 -0.01 0.00 -0.03 -0.807
C 2.5987 -1.5868 0.5562 -0.03 0.02 0.01 -0.440
C -0.9318 -3.5740 1.5131 -0.07 -0.01 0.17 -1.757
C -2.2434 0.1223 -3.1574 0.06 0.07 0.01 0.488
C 4.9635 2.5439 2.4413 -0.04 -0.02 -0.03 -0.665
C -1.6764 0.9203 3.4004 0.04 -0.01 -0.01 -0.858
C -2.3564 2.3302 -2.3097 0.07 0.15 0.06 -0.507
C 1.1275 -2.4926 -0.9388 -0.06 0.04 0.02 0.297
C 0.2840 0.5487 4.7455 0.03 0.00 0.01 -0.912
C 6.2096 2.8783 2.9112 0.02 0.01 0.04 -0.620
C 5.8910 2.1732 0.2452 0.01 0.00 -0.03 0.870
C -2.1686 -2.2394 -3.7307 0.02 0.02 0.00 -0.180
C -1.6362 -1.1624 -3.0106 0.09 -0.01 0.02 0.164
C -3.9354 -2.6302 -0.6399 0.03 -0.09 0.06 -0.156
C 0.5189 1.1603 2.4129 0.11 0.08 -0.20 0.303
C -2.7943 1.4175 0.9091 0.02 0.04 0.03 -0.970
C -1.0931 0.6026 4.6215 -0.05 0.00 0.01 -0.687
C -0.2785 5.2580 -0.0008 0.04 -0.02 -0.01 -0.850
C -3.3345 0.2382 -4.0338 -0.06 -0.01 0.04 -0.652
C 3.2809 1.5258 -0.8257 -0.04 0.13 -0.15 0.402
C 4.5081 1.4956 -1.6319 0.01 0.03 0.05 -0.945
C 7.3301 2.8697 2.0663 -0.01 0.00 -0.02 -0.554
C -3.2520 -2.0948 -4.5851 0.01 -0.03 -0.01 -0.769
C -0.2165 -2.4514 -1.6457 0.22 0.27 -0.07 -0.072
C -3.7351 -4.5031 0.8617 -0.01 0.00 -0.02 -0.454
C 5.7178 1.8030 -1.1323 -0.01 -0.01 -0.03 -1.106
C -3.8351 -0.8471 -4.7388 -0.02 -0.04 -0.02 -0.757
C -0.8824 1.1939 2.2884 -0.07 -0.02 0.02 0.578
C 7.1541 2.5194 0.7480 0.00 0.00 0.01 -0.728
C -5.6235 -4.3416 -0.6111 -0.06 0.00 -0.04 -0.391
C -1.6322 5.4332 -0.2554 -0.02 0.02 0.01 -0.389
C 3.4828 -2.6444 0.4314 0.03 0.02 -0.01 -0.908
C 1.9474 -3.6103 -1.1142 -0.03 -0.01 0.00 -0.687
C 3.4598 1.8230 0.5716 -0.14 -0.10 0.17 0.121
C 4.7560 2.1735 1.0897 0.10 0.05 0.01 0.768
C 3.1474 -3.6761 -0.4369 0.01 -0.04 0.00 -0.607
C 0.3440 4.1448 -0.5458 0.05 0.02 0.03 -0.024
H 1.3974 3.9462 -0.3690 0.00 0.02 0.01 0.360
H -0.7530 -4.4533 0.8963 0.01 0.03 -0.04 0.358
H 2.8173 -0.7665 1.2293 0.02 0.03 0.01 0.363
H 7.9985 2.5033 0.0655 0.01 0.00 0.01 0.338
H -6.5517 -4.7475 -0.9980 0.01 0.00 0.00 0.359
H 1.6105 -4.4010 -1.7709 0.00 0.01 0.00 0.527
H -3.7970 1.2064 -4.1299 0.00 0.02 -0.02 0.381
H -2.1630 6.2866 0.1539 0.00 0.00 0.00 0.360
H -1.2867 -3.8953 2.4975 0.02 0.00 0.03 0.604
H 3.8123 -4.5226 -0.5723 0.00 0.00 0.00 0.372
H 0.7451 0.2796 5.6885 -0.01 0.00 0.00 0.367
H 2.1545 0.7664 3.6989 0.01 0.01 0.01 0.360
H -3.3492 4.5696 -1.2652 0.00 0.01 0.01 0.432
H -3.6348 -2.9589 -5.1200 0.00 0.01 0.00 0.349
H -3.1788 -5.0402 1.6204 -0.02 0.00 0.01 0.318
H 0.2822 5.9541 0.6102 0.00 0.00 0.00 0.417
H -4.6854 -0.7116 -5.4007 0.00 0.00 0.00 0.341
H 6.5987 1.7789 -1.7685 0.00 0.00 0.00 0.270
H -0.0157 -2.9988 1.6328 -0.03 -0.02 0.01 0.186
H -3.5086 -1.7270 -1.0546 -0.01 0.04 0.00 0.449
H -2.7523 0.9370 3.3116 0.00 0.01 0.00 0.373
H -3.3005 2.1847 1.5054 0.00 -0.01 -0.01 0.278
H -1.7305 0.3820 5.4703 0.00 0.00 0.00 0.369
H 8.3098 3.1377 2.4431 0.00 0.00 0.01 0.362
H -2.9877 1.5861 -0.1444 -0.01 -0.02 0.01 0.042
H -5.3195 -5.9521 0.7765 0.00 0.01 0.00 0.365
H -1.7178 -3.2099 -3.5857 -0.02 0.00 -0.03 0.379
H 4.1069 2.5643 3.0998 0.00 0.00 0.01 0.388
H 4.3677 1.2162 -2.6692 0.01 0.00 -0.01 0.470
H -3.1448 0.4216 1.1801 -0.01 0.00 0.00 0.375
H 6.3233 3.1590 3.9529 0.01 0.00 0.00 0.378
H 4.4095 -2.6483 0.9912 -0.01 0.00 0.01 0.441
H -5.6363 -2.6399 -1.9298 0.01 0.00 0.00 0.418

Entry 3:
69
Properties=species:S:1:pos:R:3:forces:R:3:lowdin_spin:R:1 method="wB97M-V/def2-TZVPD" s_squared=8.771 gap_ev="6.8 / 7.3" e_homo_ev="-7.8 / -8.4" energy_ev=-112358.54946 lumo_ev="-0.968 / -1.040" spin_multiplicity=6 max_force_ha_per_bohr=0.0681 charge=0
Fe -0.9402 3.1286 -1.0011 0.05 1.77 1.57 3.556
Cl -0.6846 1.0027 -1.1962 0.46 -2.00 -2.83 0.082
Cl 1.0473 3.8859 -0.6056 0.68 0.43 -0.22 0.147
Cl -2.9504 3.3728 -0.1840 -0.85 0.12 0.23 0.145
Si -0.4886 1.9634 -3.5693 0.35 1.83 1.61 0.005
O 2.9799 -0.1586 -0.2109 0.11 -1.10 -0.22 0.000
O 0.0040 2.3988 3.1772 -0.75 0.48 -0.46 0.000
O 0.5655 -0.5010 1.4421 0.43 0.92 -0.67 0.000
O -0.4273 -1.3365 -3.2140 0.24 -0.44 0.27 0.087
N 2.7711 -1.8106 -1.8003 0.75 0.16 0.52 0.000
N -0.2200 4.4867 2.3012 -0.30 -0.01 0.05 0.002
C -2.4311 -3.0001 -0.3601 0.39 0.35 -0.60 0.006
C -1.3664 -2.4819 -1.1660 0.01 -0.86 1.61 0.007
C -1.5430 -1.8291 -2.4878 0.02 -0.35 -1.04 0.101
C -1.0629 5.5945 1.8674 -0.34 -0.22 0.00 0.001
C -0.3144 -4.8268 -4.6919 0.46 -0.76 0.03 0.100
C -0.0652 -2.7490 -0.7141 -0.31 0.10 -0.29 0.006
C -0.8399 -4.1673 1.0893 -0.15 0.51 -0.28 0.009
C 2.9491 -0.8643 -2.8901 -0.01 -0.09 0.03 0.001
C -0.3315 -3.7583 -3.6782 0.71 -0.53 0.36 0.531
C -1.8711 -2.2323 -5.0285 -0.16 -0.23 -0.16 -0.003
C -1.4045 1.4033 -5.0673 -0.30 -0.68 -0.34 0.000
C 1.1656 4.7974 2.5638 0.16 0.05 0.22 0.002
C 1.2726 2.4448 -3.9534 0.34 -0.23 0.04 0.000
C -1.0398 -2.5557 -3.7972 -1.71 2.42 0.80 0.070
C -0.6977 3.2626 2.6577 0.34 0.07 0.12 0.002
C 2.9696 -1.3435 -0.5110 -0.25 0.34 -0.66 0.000
C 0.2124 -3.5973 0.3602 -0.51 -0.13 0.04 -0.001
C -2.1608 -3.8227 0.7436 0.23 -0.08 -0.17 -0.001
C -1.2892 3.6944 -3.1896 -0.69 -0.15 -0.66 0.035
C 3.1418 -3.1873 -2.1248 -0.09 0.36 0.14 0.002
H 0.7247 -2.2470 -1.2639 -0.06 -0.35 0.20 0.000
H 0.2930 -3.8686 -2.7938 -0.31 -0.08 -0.26 0.028
H -0.6067 4.5458 -3.2836 0.09 -0.36 0.00 0.002
H 2.5491 -1.3022 -3.8110 -0.03 0.14 0.18 0.001
H 1.7908 3.9250 2.3700 -0.09 0.10 0.04 0.001
H -0.6562 -4.8139 1.9567 -0.02 0.26 -0.50 0.000
H 3.0750 -2.1875 0.2068 -0.08 0.48 -0.02 0.000
H 2.3905 -3.6397 -2.7919 0.28 0.14 0.27 0.002
H -0.4431 6.2856 1.2758 -0.31 -0.27 0.14 0.000
H -2.4172 -1.1950 -2.6643 -0.06 -0.35 0.31 0.006
H -1.9909 3.9372 -2.3549 0.02 -0.05 -0.69 0.008
H 1.2695 0.0981 1.0838 -0.70 -0.75 0.50 0.000
H 1.3933 2.4092 -5.0463 -0.02 -0.23 0.20 0.000
H 0.1497 -4.4829 -5.6225 -0.11 -0.07 -0.13 0.027
H -1.8490 2.3240 -5.4963 0.17 -0.54 0.28 0.000
H 4.1161 -3.1827 -2.6385 -0.18 -0.23 0.18 0.000
H 4.0240 -0.6779 -3.0226 -0.15 0.16 -0.12 0.000
H 1.4576 3.4882 -3.6542 -0.20 -0.48 0.19 0.000
H 1.4514 5.6170 1.9016 0.13 -0.15 0.10 0.001
H 3.2043 -3.7583 -1.1892 0.02 0.00 -0.36 0.000
H -1.7806 3.1249 2.4111 0.55 0.03 0.18 0.000
H -2.9215 -2.0366 -4.7362 0.52 -0.08 -0.31 -0.001
H -2.9865 -4.2518 1.3298 0.36 0.38 -0.33 0.000
H -1.2607 -5.3335 -4.9418 0.03 0.48 0.12 0.022
H -1.8549 -3.0875 -5.7183 -0.14 0.34 0.10 0.000
H -1.4977 6.1521 2.7200 0.22 -0.18 -0.31 0.000
H -3.4748 -2.7460 -0.5941 0.48 -0.21 0.00 0.000
H 1.3029 5.1086 3.6076 0.09 -0.03 -0.10 0.000
H 2.0364 1.8198 -3.4842 -0.07 0.17 -0.18 0.000
H 1.2499 -3.8371 0.6067 -0.34 0.22 0.06 0.000
H -0.7064 1.0001 -5.8214 -0.30 -0.07 0.44 0.000
H -1.4780 -1.3469 -5.5602 -0.11 -0.50 0.28 -0.001
H 0.3246 -5.6076 -4.2798 0.06 -0.19 -0.28 -0.001
H -1.8800 5.2114 1.2347 0.29 0.26 0.33 0.001
H -2.1976 0.6755 -4.8540 0.15 0.23 -0.24 0.000
H -0.2557 -0.0382 1.2049 0.37 -0.26 0.37 0.000
H 2.4392 0.0732 -2.6602 0.11 -0.29 0.04 0.000
H -1.9786 3.7263 -4.0452 0.05 0.27 0.29 0.008

Entry 4:
49
Properties=species:S:1:pos:R:3:forces:R:3:mulliken_charge:R:1 method="wB97M-V/def2-TZVPD" gap_ev=6.5 e_homo_ev=-11.2 energy_ev=-38100.88259 lumo_ev=-4.730 max_force_ha_per_bohr=0.0914 charge=+1
Si -1.4234 -2.9375 1.3203 0.87 -0.66 -0.79 0.519
Si -1.1521 -3.2608 -1.5338 0.40 1.01 0.88 0.403
O -0.4478 -3.5625 0.0382 -2.16 1.08 0.05 -0.321
O -1.6559 -0.1444 -3.9889 1.30 0.03 1.32 -0.467
O 0.4527 -1.1267 2.4905 -0.11 1.81 -2.30 -0.511
C -0.9257 -1.1905 1.9299 -0.62 0.92 0.41 -0.342
C 2.6805 1.1585 -0.7682 -2.32 -1.90 3.62 -0.824
C 1.1730 -0.3409 1.4901 2.44 0.73 -2.03 0.228
C 0.5698 3.6481 2.5127 0.69 -1.33 0.44 -1.432
C -1.1098 -1.3451 -1.7801 0.18 0.61 0.08 0.361
C 1.9859 -1.1762 0.4534 -0.35 4.49 0.22 -0.484
C 2.7344 -0.3945 -0.6640 -1.25 0.91 1.40 0.666
C 3.5662 -1.2771 -1.7225 -1.09 1.34 0.53 -1.224
C -0.6266 -0.8897 -3.2538 0.53 1.18 0.28 -0.574
C 0.7017 1.5919 4.0764 0.25 0.43 -0.13 -1.081
C -3.3793 1.2084 -2.7388 0.69 -1.15 -0.06 -0.877
C 1.8759 1.9489 0.3274 0.17 -3.69 -0.34 -0.660
C 1.1003 1.2236 1.4778 1.64 -1.43 -2.33 0.657
C -1.8736 1.1501 -3.3633 -1.40 0.59 0.57 -0.155
C 0.2523 2.0487 2.5776 0.67 0.09 -0.21 0.629
Li 0.0830 -0.4618 5.4847 0.18 0.15 -0.57 0.997
H -3.7419 0.1109 -2.6818 0.45 1.82 -0.18 0.254
H 1.8594 3.0790 0.2120 -0.09 -1.72 0.38 0.237
H 1.7156 3.7159 2.3997 -1.81 0.18 0.03 0.389
H -2.1668 -0.9630 -1.5355 1.51 -0.44 -0.61 0.297
H 3.1899 1.7572 -1.5918 -0.72 -1.16 1.25 0.308
H 1.2362 0.5783 4.0764 -0.60 1.22 -0.19 0.289
H 0.2423 -0.1376 -3.1077 -1.10 -1.36 -0.18 0.317
H -1.6193 -0.7836 2.7591 0.67 -0.76 -1.26 0.286
H -0.4115 -0.8267 -1.0202 -0.96 -0.97 -1.10 -0.447
H -2.5735 -3.6761 -1.6087 0.13 -0.11 0.30 -0.116
H -1.1652 1.3570 -2.4847 -0.68 -0.47 -1.44 0.072
H 3.6961 -0.6370 -2.6589 0.14 -0.96 1.29 0.331
H -2.8313 -2.8270 0.8669 0.12 0.14 -0.04 -0.109
H -3.3002 1.5706 -1.6595 -0.43 -0.12 -1.53 0.233
H -1.7630 1.9788 -4.1399 0.03 -1.23 0.94 0.395
H -4.1125 1.7918 -3.3856 1.04 -0.65 1.07 0.283
H 0.3341 4.0605 3.5523 -0.01 -0.22 -1.68 0.385
H 2.0081 -2.3248 0.5313 -0.08 2.13 -0.19 0.267
H -1.0176 -0.4636 1.0511 0.09 -0.87 1.29 0.154
H -0.4793 -3.9887 -2.6197 0.41 -0.02 0.22 -0.182
H -0.2015 -1.7466 -3.8870 -1.11 1.21 0.75 0.340
H -1.4068 -3.8500 2.4806 0.24 -0.03 -0.05 -0.227
H 4.5616 -1.5355 -1.2330 -1.32 0.11 -0.94 0.357
H 2.9340 -2.1792 -2.0214 1.12 1.05 0.59 0.285
H -0.1757 1.6138 4.8239 0.92 0.10 -0.99 0.175
H -0.8713 1.8981 2.4128 1.60 -0.01 0.28 0.319
H 1.4529 2.3813 4.4405 -1.04 -1.40 -0.32 0.270
H 0.0256 4.1753 1.6636 0.76 -0.66 1.28 0.331